Molecular formula: C4H10O3
Method: DFT, the ωB97M-V functional and the def2-TZVPD basis

Properties
ΔE to the lowest compared entry with this formula, charge and spin = 162.7 kJ/mol
Structure (SMILES) = O=CCCCO.O
HOMO-LUMO gap = 10.7259 eV

CARTESIAN COORDINATES (ANGSTROEM)
1 H 0.4854 -2.0751 1.6538
2 H -2.0974 1.2072 -2.4427
3 H -2.2862 0.6741 -0.1097
4 H -0.6291 1.0528 -0.0782
5 C -1.3912 0.6104 -0.7131
6 H 1.0085 -0.8683 -0.3961
7 H 4.5931 2.9632 2.2364
8 C -1.0472 -0.7800 -1.1888
9 H -1.9413 -1.3947 -1.0114
10 H 3.3522 2.4719 2.8548
11 C -0.3460 -1.6956 1.0233
12 H -1.0046 -0.9549 -2.2660
13 O -1.5274 1.5782 -1.7641
14 O -1.4476 -1.4915 1.4354
15 C 0.0721 -1.4388 -0.4226
16 H 0.4415 -2.3943 -0.7954
17 O 3.7651 2.5355 1.9844

Cartesian forces, eV/Å:
-0.25 -0.07 0.22
-0.08 0.02 -0.01
-0.39 -0.55 0.14
0.43 -0.24 0.06
0.11 1.50 -0.48
-0.18 0.36 0.06
0.11 -0.01 -0.44
-1.23 -1.55 -0.10
0.07 -0.02 0.40
-0.35 -0.18 -0.21
1.03 0.17 -0.94
0.75 0.88 -0.12
0.16 -0.18 -0.18
-0.43 -0.04 0.49
0.39 0.00 0.78
-0.39 -0.28 -0.32
0.23 0.18 0.65

Molecular formula: C4H10O3
Method: DFT, the ωB97M-V functional and the def2-TZVPD basis

Properties
ΔE to the lowest compared entry with this formula, charge and spin = 177.9 kJ/mol
Structure (SMILES) = COC[C@@H](O)OC
HOMO-LUMO gap = 10.9626 eV

CARTESIAN COORDINATES (ANGSTROEM)
1 H 0.0081 -0.6514 -1.9990
2 H 2.2164 -0.9215 0.8025
3 C 0.4370 -0.6483 -0.9902
4 H -3.6186 0.0107 0.6085
5 H -0.1353 0.0817 0.9689
6 H 0.1804 1.6699 -1.2463
7 H 0.3913 -1.6871 -0.6396
8 H -2.3625 -0.8602 1.5083
9 H 3.5736 -0.2275 -0.1112
10 O 1.8018 -0.2464 -1.1326
11 C 2.5041 -0.1360 0.0972
12 O -1.7865 -0.0685 -0.2997
13 O -0.2082 1.6309 -0.3571
14 C -0.4184 0.2526 -0.0762
15 H 2.3261 0.8504 0.5346
16 H -2.3484 0.9331 1.4460
17 C -2.5611 0.0177 0.8858

Cartesian forces, eV/Å:
0.06 0.18 0.14
-0.02 -0.01 0.00
0.15 -0.03 -0.16
0.21 0.02 -0.06
-0.26 0.14 0.01
-0.16 0.17 0.31
-0.06 0.11 0.20
-0.05 0.10 0.16
-0.19 -0.04 -0.08
-0.62 -0.07 0.12
0.05 0.19 -0.16
0.89 -0.11 0.24
0.36 -0.73 -0.10
-0.15 0.36 -0.71
-0.04 -0.10 0.18
-0.01 -0.04 -0.06
-0.15 -0.14 -0.03

Molecular formula: C4H10O3
Method: DFT, the ωB97M-V functional and the def2-TZVPD basis

Properties
ΔE to the lowest compared entry with this formula, charge and spin = 214.4 kJ/mol
Structure (SMILES) = C=C/C=C/O.O.O
HOMO-LUMO gap = 8.4846 eV

CARTESIAN COORDINATES (ANGSTROEM)
1 H 2.1853 3.2410 0.1984
2 O 1.5874 2.9593 -0.4995
3 H -0.7593 -2.4394 -2.4355
4 O -0.3295 1.3822 -2.3162
5 O -0.5930 -2.7179 -1.5325
6 H 0.6145 1.5695 -2.2178
7 C -0.7232 -0.5406 2.6444
8 H -1.5599 -1.1859 2.8556
9 H -0.7474 1.9715 -1.6686
10 C -0.2920 -1.9053 0.6528
11 C -0.3074 -1.7029 -0.6587
12 H 1.3568 3.6548 -1.1223
13 C 0.0145 -0.7627 1.5692
14 H -0.5822 0.2183 3.3965
15 H -0.5484 -2.8780 1.0506
16 H 0.7834 -0.1082 1.1961
17 H -0.0997 -0.7556 -1.1125

Cartesian forces, eV/Å:
-0.10 0.50 -0.37
-0.38 -0.81 -0.20
0.13 0.46 0.14
0.05 0.33 0.15
-0.07 -0.48 0.33
-0.17 -0.09 0.10
-0.05 -0.08 0.52
-0.09 -0.35 0.04
0.16 -0.32 -0.18
0.16 0.71 0.10
-0.10 -0.68 -0.37
0.46 0.37 0.49
-0.66 -0.80 -0.85
0.30 0.40 -0.22
-0.07 0.00 0.08
0.31 0.34 0.35
0.11 0.50 -0.13

Molecular formula: C4H10O3
Method: DFT, the ωB97M-V functional and the def2-TZVPD basis

Properties
ΔE to the lowest compared entry with this formula, charge and spin = 234.9 kJ/mol
Structure (SMILES) = C=C/C=C/O.O.O
HOMO-LUMO gap = 8.5195 eV

CARTESIAN COORDINATES (ANGSTROEM)
1 O -1.0406 2.6607 -0.4456
2 C -0.3359 -0.4281 -2.6899
3 H -0.9009 -1.1588 -0.1243
4 H 0.3498 0.7262 2.7899
5 H 2.0886 -0.8006 -0.3142
6 C 1.0991 -0.9861 -0.7075
7 H -0.5319 1.7049 3.4890
8 O 0.4923 -1.4001 1.5007
9 H -0.3000 -1.5282 2.0256
10 C 0.8328 -0.7828 -2.1088
11 H -1.7199 2.9491 0.1889
12 H -0.4666 2.0152 -0.0571
13 H -0.3800 -0.3256 -3.7589
14 H 1.7219 -0.8261 -2.7319
15 H -1.0270 0.0933 -2.0410
16 O -0.5733 0.8952 2.9442
17 C 0.1258 -1.1513 0.2187

Cartesian forces, eV/Å:
-0.88 0.94 -0.52
1.63 0.57 1.04
-0.27 -0.32 0.62
0.68 -0.45 -0.33
0.33 -0.51 -0.18
-1.12 0.97 1.54
-0.34 -0.54 -0.31
-0.56 0.25 0.19
-0.13 0.03 0.28
-0.35 0.47 -1.18
0.70 -0.53 -0.17
0.20 -0.50 0.70
-0.24 0.09 -0.14
-0.13 -0.65 -0.22
-0.79 -0.50 -0.28
-0.34 0.96 0.58
1.62 -0.28 -1.63

Molecular formula: C4H10O3
Method: DFT, the ωB97M-V functional and the def2-TZVPD basis

Properties
ΔE to the lowest compared entry with this formula, charge and spin = 168.9 kJ/mol
Structure (SMILES) = O=CCCCO.O
HOMO-LUMO gap = 10.2862 eV

CARTESIAN COORDINATES (ANGSTROEM)
1 H 0.8953 1.8802 0.2508
2 H 0.1683 -0.8086 -1.0033
3 O -0.9430 0.5173 -3.0062
4 C 0.5290 0.2343 -1.1581
5 O -0.1638 -3.0679 0.2721
6 C -0.1839 0.3417 1.3204
7 H 0.4296 -2.9519 1.0223
8 C 0.0852 0.8192 -2.4637
9 H -1.0641 -3.1023 0.5767
10 H -0.9533 -0.4369 1.1789
11 C 0.1669 1.0837 0.0425
12 H 1.6067 0.0708 -1.0622
13 H 0.7000 1.6714 -2.8091
14 H -0.4721 1.0636 3.1074
15 O -0.7395 1.3123 2.2165
16 H -0.7970 1.5541 -0.0953
17 H 0.7356 -0.1810 1.6105

Cartesian forces, eV/Å:
-0.16 -0.30 0.00
-0.42 0.73 -0.40
0.15 -0.09 -0.27
0.80 -1.97 0.98
0.78 0.05 -0.52
0.23 -0.50 -0.38
-0.40 -0.07 0.06
-0.16 0.36 0.74
-0.36 0.00 0.46
0.33 0.23 -0.42
-1.49 0.72 0.33
0.22 0.32 -0.70
0.03 -0.04 -0.34
-0.15 0.15 0.01
0.90 -0.50 0.23
-0.19 0.72 -0.74
-0.10 0.19 0.96

Molecular formula: C4H10O3
Method: DFT, the ωB97M-V functional and the def2-TZVPD basis

Properties
ΔE to the lowest compared entry with this formula, charge and spin = 238.5 kJ/mol
Structure (SMILES) = C=CC(=C)O.O.O
HOMO-LUMO gap = 9.3148 eV

CARTESIAN COORDINATES (ANGSTROEM)
1 H -1.0297 -1.2618 0.1553
2 C -0.8963 -1.0692 1.2130
3 H 2.5069 0.9625 2.0278
4 H 0.3544 -0.0630 2.5812
5 C 2.4329 0.4610 1.0775
6 H -0.3293 2.7721 -0.4570
7 C 1.3250 -0.1793 0.6799
8 O -3.5957 -0.5207 -2.1070
9 H -2.7432 -0.9522 -2.2349
10 H 0.4500 1.5263 -0.2201
11 H 3.2946 0.3310 0.4345
12 O 1.2999 -0.8226 -0.5377
13 O 0.1006 2.0618 -0.9468
14 H -3.6452 -0.3981 -1.1536
15 H -1.4486 -1.7433 1.8551
16 C 0.1890 -0.3469 1.5471
17 H 1.8054 -0.2986 -1.1531

Cartesian forces, eV/Å:
0.07 -0.24 -0.07
1.17 -0.34 -0.76
0.00 0.07 -0.01
0.13 -0.14 -0.01
-0.16 -0.55 -0.46
-0.09 0.13 -0.30
1.04 0.65 -0.31
0.13 -0.13 0.12
-0.06 0.08 -0.10
0.05 0.07 -0.26
0.23 0.41 0.22
-0.85 -0.06 0.61
-0.05 0.07 0.43
-0.06 0.07 -0.02
-0.50 0.95 0.49
-1.40 -1.20 0.81
0.34 0.17 -0.39